1.
This record from the OMol25 dataset describes the molecule C5H11NO. The level of theory is wB97M-V/def2-TZVPD.

Its structure (SMILES) is CCCCNC=O. The value obtained for the strongest force on any atom is 0.071 hartree/bohr. The value obtained for the LUMO energy is 0.916 eV. For the HOMO energy, the calculation gives -9.77 eV.

```
! RIJCOSX wB97M-V def2-TZVPD def2/J DEFGRID3
* xyz 0 1
C 1.94070 0.76244 -1.77928
C 1.82977 0.92452 -0.24679
C 0.62888 1.49834 0.51591
C -0.38764 0.35604 0.87815
N -0.51512 -0.71314 -0.14883
C -1.63195 -1.52144 -0.00285
O -2.32198 -1.53060 0.98397
H 2.07812 1.53088 -2.55628
H 0.94871 0.51324 -2.18785
H 2.51024 -0.09026 -2.14386
H 2.08112 -0.08861 0.07886
H 2.67062 1.56911 0.00281
H 0.10584 2.13112 -0.19182
H 0.76686 1.98864 1.45728
H -1.37777 0.82589 0.87816
H -0.01709 -0.10972 1.79652
H 0.38821 -1.17802 -0.07825
H -1.86785 -2.21217 -0.86514
*
```


2.
This record from the OMol25 dataset describes the molecule C5H8O2. The level of theory is wB97M-V/def2-TZVPD.

Its structure (SMILES) is O[C@@H]1C=CC[C@@H]1O. The value obtained for the strongest force on any atom is 0.006 hartree/bohr. The value obtained for the LUMO energy is 0.905 eV. For the HOMO energy, the calculation gives -9.63 eV.

```
! RIJCOSX wB97M-V def2-TZVPD def2/J DEFGRID3
* xyz 0 1
O 2.12589 0.20918 -0.45508
C 0.98957 0.01293 0.37293
C 0.32228 -1.31823 0.14057
C -1.00109 -1.19747 0.10804
C -1.41288 0.21874 0.44552
C -0.15625 1.01277 0.07056
O -0.19141 1.27343 -1.31524
H 2.02701 -0.38826 -1.20356
H 1.33981 0.14350 1.40219
H 0.90251 -2.22411 -0.01416
H -1.70088 -2.00451 -0.07824
H -1.60215 0.30901 1.52699
H -2.30701 0.58290 -0.06603
H -0.06596 1.95001 0.63875
H 0.73057 1.42013 -1.57323
*
```


3.
This record from the OMol25 dataset describes a 2-piece molecular cluster, CH2F2N2OP overall. The level of theory is wB97M-V/def2-TZVPD.

The value obtained for the strongest force on any atom is 0.036 hartree/bohr. The value obtained for the LUMO energy is -6.225 eV. For the HOMO energy, the calculation gives -16.02 eV.

```
! RIJCOSX wB97M-V def2-TZVPD def2/J DEFGRID3
* xyz 1 1
C -0.96175 -1.13136 -0.33515
N 3.74254 -0.52128 -0.18243
N 3.16880 -0.53344 0.74379
O -1.54836 -0.03736 -0.24026
F 0.30649 -1.25005 -0.31068
F -0.03566 1.42883 0.90143
P -0.91078 1.67381 -0.35404
H -1.64847 -1.96156 -0.40581
H -2.11282 2.33240 0.18314
*
```


4.
This record from the OMol25 dataset describes C28H19N6O2STeTl as an isolated structure. The level of theory is wB97M-V/def2-TZVPD.

The value obtained for the strongest force on any atom is 0.017 hartree/bohr. The value obtained for the LUMO energy is -0.460 eV. For the HOMO energy, the calculation gives -7.48 eV.

```
! RIJCOSX wB97M-V def2-TZVPD def2/J DEFGRID3
* xyz 0 1
Tl 0.26234 -3.16625 -0.04949
O -2.14259 -3.02662 -0.68057
C -2.38427 -1.97917 0.00388
N -2.51018 -0.80760 -0.51918
C -2.53896 0.34822 0.23172
C -3.65229 1.18805 0.20817
C -3.69191 2.37139 0.93195
C -2.59563 2.75299 1.69551
C -1.46101 1.95177 1.68837
C -1.40922 0.76818 0.94786
N -0.29625 -0.10592 1.03414
C 0.88157 0.31687 0.89997
O 1.30901 1.49722 0.46222
C 2.03217 -0.58077 1.26185
C 2.29265 -0.85039 2.59772
C 3.41681 -1.59570 2.91252
C 4.21465 -2.06812 1.88425
C 3.84229 -1.78445 0.57903
N 2.78376 -1.04063 0.26323
C -2.48507 -2.19442 1.51163
C -3.57551 -1.76440 2.25777
C -3.55567 -1.94887 3.62879
C -2.44699 -2.54412 4.21387
C -1.41665 -2.96142 3.39131
N -1.43705 -2.80159 2.07033
H -4.51365 0.85997 -0.36130
H -4.58398 2.98470 0.90867
H -2.61487 3.65725 2.28901
H -0.62000 2.20181 2.32634
H 1.62400 -0.47985 3.36337
H 3.66684 -1.80448 3.94488
H 5.11097 -2.63848 2.08608
H 4.41739 -2.16927 -0.25644
H -4.40930 -1.29207 1.75839
H -4.39146 -1.62574 4.23625
H -2.39011 -2.69707 5.28292
H -0.53877 -3.45031 3.80064
N -3.14735 -0.40165 -5.34629
C -2.18499 -0.42079 -4.71977
C -0.96514 -0.42585 -3.95614
C 0.07393 0.44150 -4.27577
C 1.22855 0.39195 -3.51916
C 1.29977 -0.51899 -2.47750
N 0.30442 -1.35067 -2.16631
C -0.81380 -1.30410 -2.88695
H -0.03279 1.13649 -5.09815
H 2.06130 1.05007 -3.72426
H 2.19124 -0.59580 -1.86822
H -1.61079 -1.97957 -2.59506
Te 0.17167 2.66026 -0.73579
C 1.91841 3.05385 -1.81980
C 3.17531 3.23377 -1.32083
C 4.11467 3.59746 -2.32645
C 3.54925 3.70795 -3.55865
S 1.87920 3.33660 -3.51198
H 3.41719 3.10662 -0.27569
H 5.16336 3.77241 -2.13239
H 4.01353 3.98776 -4.49054
*
```